Entry 1:
ORCA calculation (ωB97M-V/def2-TZVPD) on 9 unconnected molecules or ions with the total composition C9H36O9 in a non-equilibrium geometry.

For the calculated total energy, the calculation gives -1041.4050 Eh. Its HOMO-LUMO gap is 10.570 eV. As for the total charge: 0. Its SMILES is CO.CO.CO.CO.CO.CO.CO.CO.CO. Its HOMO energy is -10.235 eV.

```
54
C9H36O9 | the OMol25 dataset | ωB97M-V/def2-TZVPD
C -7.33781 -2.46431 0.03485
O -8.61185 -1.89518 -0.33987
H -7.21897 -3.48756 -0.32144
H -6.47069 -1.94618 -0.37472
H -7.24543 -2.27873 1.10495
H -8.55839 -0.94406 -0.22106
C 5.99614 1.33737 -7.06792
O 5.07504 0.69914 -6.15414
H 7.00071 0.92668 -6.96665
H 5.67686 1.07100 -8.07549
H 5.97885 2.42284 -6.97004
H 5.17873 1.22147 -5.35537
C 0.83535 4.52850 4.33355
O 0.61036 4.77009 2.95693
H 1.87364 4.22980 4.47785
H 0.57185 5.40876 4.91990
H 0.24109 3.72836 4.77484
H 0.85935 5.61475 2.57462
C 6.16598 -3.37501 4.59629
O 6.50676 -2.19468 5.27437
H 6.20557 -2.99815 3.57428
H 6.92432 -4.15780 4.61316
H 5.24606 -3.90213 4.84925
H 6.85444 -2.50943 6.11202
C -6.83008 3.46921 4.67575
O -7.73971 4.47051 4.29749
H -6.12074 3.35702 3.85577
H -6.31201 3.57940 5.62841
H -7.41163 2.55498 4.79444
H -8.09772 4.72093 5.15231
C -1.28329 3.25357 -6.57094
O -1.78139 3.36602 -7.91444
H -0.26628 3.64028 -6.63606
H -1.73354 3.99807 -5.91436
H -1.31889 2.21898 -6.22968
H -1.58589 2.48357 -8.23794
C -2.29340 -2.01700 6.42244
O -2.03900 -2.26723 7.77711
H -2.13720 -0.95470 6.23478
H -1.49938 -2.45802 5.81983
H -3.25471 -2.26668 5.97339
H -2.83652 -1.96169 8.21552
C 5.65983 -4.80341 -6.39281
O 4.27479 -4.56019 -6.31693
H 6.04817 -4.45980 -5.43404
H 5.86898 -5.87264 -6.42608
H 6.20649 -4.35681 -7.22335
H 4.21217 -3.62499 -6.10938
C 0.13324 -1.15196 -0.47107
O -0.89021 -0.45919 0.22189
H -0.38504 -2.03230 -0.85118
H 0.60167 -0.57381 -1.26757
H 1.03084 -1.49196 0.04548
H -0.57754 0.39423 0.53092
```

Mulliken atomic charge list, values in e, 4 entries: number 1, C, carries -0.48; number 2, O, carries -0.50; number 3, H, carries 0.22; number 4, H, carries 0.23


Entry 2:
ORCA calculation (ωB97M-V/def2-TZVPD) on 9 unconnected molecules or ions with the total composition C9H36O9 in a non-equilibrium geometry.

For the calculated total energy, the calculation gives -1041.0857 Eh. Its spin multiplicity is 2. Its HOMO-LUMO gap (alpha / beta) is 9.924 / 2.608 eV. As for the total charge: +1. Its expectation value of S² is 0.756. Its HOMO energy (alpha / beta) is -12.404 / -12.401 eV.

```
54
C9H36O9 | the OMol25 dataset | ωB97M-V/def2-TZVPD
C -0.18864 -3.12520 2.20839
O 0.31564 -3.09429 3.54216
H 0.32083 -3.90565 1.64322
H -1.26264 -3.30775 2.17222
H -0.00415 -2.11572 1.84094
H 0.21586 -2.19621 3.86636
C 3.76445 -1.94519 -0.09849
O 4.21304 -3.12337 -0.79308
H 4.27906 -1.06034 -0.47307
H 2.69920 -1.71639 -0.13009
H 4.05868 -2.09330 0.94054
H 5.17271 -3.13382 -0.77034
C 2.46978 -0.69077 -3.47847
O 1.42597 0.02259 -2.92814
H 3.11792 -1.10607 -2.70676
H 2.04312 -1.49240 -4.08133
H 2.96783 0.06886 -4.08098
H 0.97435 0.51372 -3.61838
C -2.81849 0.50920 4.33527
O -1.91584 0.68842 5.38785
H -2.35778 0.55515 3.34849
H -3.41957 -0.39952 4.36730
H -3.44033 1.39299 4.47790
H -2.33209 1.05916 6.16945
C -1.02854 -0.04684 -0.37761
O 0.27597 -0.56345 -0.58416
H -1.82769 -0.54957 -0.92234
H -1.31835 -0.15984 0.66706
H -1.15497 1.01136 -0.60634
H 0.67810 -0.27375 -1.40633
C -1.45536 3.18361 -2.67083
O -0.98360 4.45844 -2.54389
H -0.59666 2.51357 -2.71298
H -2.08470 2.96802 -1.80737
H -1.97748 3.08020 -3.62204
H -0.24651 4.49018 -3.15812
C -0.81520 -3.54163 -2.39198
O -1.00372 -3.11890 -1.06370
H 0.07625 -3.06841 -2.80365
H -0.76565 -4.62869 -2.45471
H -1.71401 -3.27692 -2.94891
H -0.63924 -2.23623 -0.96545
C 2.79727 1.48709 0.17736
O 3.43330 2.47590 0.96251
H 2.67739 0.54346 0.70961
H 1.80056 1.76118 -0.16840
H 3.37654 1.31369 -0.72954
H 2.72711 2.96604 1.38988
C -3.20226 3.02104 1.19992
O -4.07474 2.92060 2.28674
H -2.55146 3.88681 1.32242
H -2.61276 2.10463 1.17191
H -3.76684 3.19080 0.28312
H -4.32163 3.78368 2.62695
```

Mulliken atomic charge list, values in e, 4 entries: number 1, C, carries -0.16; number 2, O, carries -0.38; number 3, H, carries 0.31; number 4, H, carries 0.32


Entry 3:
ORCA calculation (ωB97M-V/def2-TZVPD) on 26 unconnected molecules or ions with the total composition C9H59BrNO28 in a non-equilibrium geometry.

For the calculated total energy, the calculation gives -5113.6711 Eh. Its HOMO-LUMO gap is 6.629 eV. As for the total charge: -1. Its HOMO energy is -5.146 eV.

```
98
C9H59BrNO28 | the OMol25 dataset | ωB97M-V/def2-TZVPD
O 3.16187 0.93661 1.63757
C 2.87309 2.09642 1.11910
O 3.40520 3.24970 1.72534
C 1.94116 2.21349 -0.21590
N 0.46492 2.20662 0.08085
Br 0.20286 2.42477 1.94250
C -0.21324 0.99116 -0.42145
O -1.38036 1.27461 -1.28692
C -2.35721 1.87094 -0.39582
C -2.43066 3.43965 -0.39345
C -3.42433 4.15875 0.57179
C -4.30432 3.27548 1.51021
C -4.22781 1.71285 1.48051
C -3.24297 0.99936 0.52749
H 2.28141 1.45379 -0.99600
H 2.17601 3.26304 -0.66222
H -0.61018 0.29651 0.40800
H 0.46986 0.32202 -1.07328
H -1.71649 4.00046 -1.09995
H -3.44454 5.29448 0.56889
H -5.01326 3.77505 2.24472
H -4.86706 1.08124 2.18793
H -3.09843 -0.12679 0.46254
O 3.84737 -0.77587 -0.87695
H 3.72969 -0.40651 0.01276
H 3.12735 -1.41537 -0.96305
O 3.55206 4.91774 -1.27637
H 3.92384 5.74022 -1.61491
H 4.29165 4.49998 -0.81409
O 1.08928 -2.07108 -1.87145
H 0.52014 -1.52260 -2.42619
H 0.97483 -2.96255 -2.22881
O -0.70424 -1.82457 2.03991
H -0.11141 -1.62681 2.77912
H -0.10732 -1.98941 1.29759
O 4.32724 -3.28375 1.55157
H 4.18951 -2.33101 1.63399
H 4.86932 -3.37291 0.75899
O 1.43019 0.46187 4.09483
H 2.02371 0.66088 4.83294
H 2.02921 0.29921 3.34982
O -2.57037 -1.87401 -1.18877
H -2.21820 -1.03561 -1.52547
H -1.82366 -2.27028 -0.71998
O 0.02530 -4.38006 0.63559
H 0.70040 -4.50578 1.31642
H -0.80829 -4.47021 1.11455
O 6.90700 -2.75252 0.93282
H 6.33979 -2.05479 0.57743
H 7.37233 -2.32452 1.66136
O 6.51416 5.03605 -1.69065
H 7.10342 5.23460 -0.95203
H 7.11335 4.86725 -2.42760
O -0.70898 -7.37630 1.38287
H -0.33902 -6.54596 1.05262
H 0.02925 -7.79370 1.84256
O -5.39973 -2.60225 -1.38248
H -4.60771 -2.05035 -1.45964
H -5.55440 -2.91598 -2.28241
O 0.00826 -4.56459 3.39252
H 0.01019 -5.30779 4.00852
H -0.89366 -4.21909 3.44454
O -0.85859 2.07642 -4.17541
H -0.97991 2.44792 -3.29078
H -1.57227 1.42907 -4.25641
O -7.37832 3.32819 0.62281
H -7.95635 3.86194 0.06410
H -7.47397 2.43390 0.27198
O -1.89628 4.78570 -4.18674
H -1.20170 4.21796 -4.54890
H -2.00295 5.48026 -4.85118
O -7.89493 -1.05468 -2.33940
H -7.54085 -0.22195 -2.67392
H -7.14891 -1.45410 -1.86911
O -2.94817 0.37198 -5.58627
H -3.52134 0.91157 -6.14455
H -3.05423 -0.52104 -5.93597
O 0.31393 -5.14770 -2.47168
H 0.19751 -4.78372 -1.58337
H -0.40352 -5.78680 -2.55677
O 2.77834 -5.55691 -0.33954
H 2.21128 -4.86048 -0.69096
H 3.24508 -5.12876 0.39178
O 3.33434 -0.64640 5.51914
H 3.96213 -0.94986 4.85252
H 2.95743 -1.46269 5.87379
O 6.43100 3.61824 0.85992
H 7.10024 3.48989 1.54228
H 5.58726 3.52443 1.33556
O -2.28098 7.63357 -4.70094
H -2.85265 8.32045 -5.06468
H -1.81722 8.07371 -3.97789
O 2.54728 -3.40852 6.18939
H 1.65186 -3.19910 6.48523
H 2.45496 -4.26391 5.75297
O -3.71578 -2.43517 1.53493
H -2.99310 -1.82695 1.33676
H -4.12791 -2.59821 0.67639
```

Mulliken atomic charge list, values in e, 4 entries: number 1, O, carries -0.70; number 2, C, carries 0.22; number 3, O, carries -0.81; number 4, C, carries 0.27


Entry 4:
ORCA calculation (ωB97M-V/def2-TZVPD) on a single C9H5Br2NO molecule in a non-equilibrium geometry.

For the calculated total energy, the calculation gives -5623.8998 Eh. Its HOMO-LUMO gap is 9.055 eV. As for the total charge: 0. Its SMILES is N#CC(Br)(Br)C(=O)c1ccccc1. Its HOMO energy is -9.907 eV.

```
18
C9H5Br2NO | the OMol25 dataset | ωB97M-V/def2-TZVPD
N -3.54700 -2.86505 2.15454
C -2.42851 -2.80483 2.38839
C -1.09252 -2.68020 2.79472
Br -0.69245 -4.36069 3.78164
Br -0.76566 -1.10723 3.94132
C 0.24484 -2.58433 1.49819
O 1.02844 -3.47813 1.52467
C 0.15571 -1.39504 0.66441
C -0.88875 -0.44369 0.71434
C -0.73489 0.82270 0.09369
C 0.48835 1.03935 -0.57480
C 1.43001 0.06721 -0.70888
C 1.33390 -1.17210 -0.13573
H -1.91736 -0.82113 1.04513
H -1.41189 1.54774 0.39718
H 0.55430 2.09979 -1.00253
H 2.30420 0.37406 -1.11375
H 2.03787 -1.99305 -0.27977
```

Mulliken atomic charge list, values in e, 4 entries: number 1, N, carries -0.43; number 2, C, carries 0.40; number 3, C, carries -0.20; number 4, Br, carries -0.04


Question: Which value of calculated total energy does entry 1 give?
Answer: -1041.4050 Eh